Molecular formula: C22H60O8
Method: DFT, wB97M-V/def2-TZVPD

Last columns: bonded neighbours and bond lengths (Å).
Atoms and positions in Å:
1 C 5.012 0.600 3.836  O2 1.420, H3 1.115, H4 1.098, H5 1.093
2 O 4.474 0.140 2.606  C1 1.420, H6 0.980
3 H 5.860 1.315 3.713  C1 1.115
4 H 4.225 1.112 4.405  C1 1.098
5 H 5.425 -0.260 4.369  C1 1.093
6 H 4.509 0.951 2.057  O2 0.980
7 C 1.927 3.247 1.406  C8 1.522, H11 1.090, H12 1.119, H13 1.085
8 C 2.985 2.689 0.465  C7 1.522, C9 1.536, O10 1.440, H14 1.073
9 C 3.070 3.495 -0.839  C8 1.536, H15 1.079, H16 1.074, H17 1.080
10 O 4.231 2.577 1.181  C8 1.440, H18 0.969
11 H 0.940 3.294 0.944  C7 1.090
12 H 2.157 4.321 1.623  C7 1.119
13 H 1.973 2.718 2.353  C7 1.085
14 H 2.724 1.673 0.239  C8 1.073
15 H 2.091 3.817 -1.157  C9 1.079
16 H 3.435 2.913 -1.665  C9 1.074
17 H 3.690 4.367 -0.696  C9 1.080
18 H 4.884 3.259 0.966  O10 0.969
19 C -1.755 2.738 3.207  C20 1.579, H23 1.086, H24 1.064, H25 1.030
20 C -0.796 2.495 4.436  C19 1.579, C21 1.528, O22 1.459, H26 1.054
21 C -0.248 1.068 4.396  C20 1.528, H27 1.116, H28 1.094, H29 1.068
22 O 0.340 3.404 4.327  C20 1.459, H30 0.953
23 H -1.231 2.347 2.339  C19 1.086
24 H -2.025 3.764 3.138  C19 1.064
25 H -2.598 2.154 3.308  C19 1.030
26 H -1.375 2.706 5.291  C20 1.054
27 H 0.288 0.899 5.360  C21 1.116
28 H 0.513 1.015 3.611  C21 1.094
29 H -1.013 0.332 4.275  C21 1.068
30 H 0.547 3.969 5.065  O22 0.953
31 C 0.824 -1.120 0.800  C32 1.469, H35 1.065, H36 1.062, H37 1.080
32 C 0.026 -0.631 -0.332  C31 1.469, C33 1.550, O34 1.440, H38 1.083
33 C 0.804 -0.665 -1.673  C32 1.550, H39 1.061, H40 1.089, H41 1.077
34 O -1.159 -1.408 -0.588  C32 1.440, H42 0.979
35 H 0.992 -2.172 0.810  C31 1.065
36 H 0.409 -0.761 1.710  C31 1.062
37 H 1.801 -0.661 0.780  C31 1.080
38 H -0.330 0.376 -0.153  C32 1.083
39 H 0.079 -0.331 -2.372  C33 1.061
40 H 1.156 -1.665 -1.920  C33 1.089
41 H 1.563 0.092 -1.576  C33 1.077
42 H -0.870 -2.328 -0.756  O34 0.979
43 C -1.330 -5.719 0.438  C44 1.490, H47 1.079, H48 1.118, H49 1.062
44 C -0.018 -5.593 -0.256  C43 1.490, C45 1.534, O46 1.412, H50 1.081
45 C 0.015 -6.380 -1.573  C44 1.534, H51 1.066, H52 1.104, H53 1.143
46 O 0.057 -4.191 -0.414  C44 1.412, H54 0.957
47 H -2.031 -5.100 -0.099  C43 1.079
48 H -1.234 -5.260 1.453  C43 1.118
49 H -1.724 -6.705 0.396  C43 1.062
50 H 0.772 -6.005 0.355  C44 1.081
51 H 0.033 -7.423 -1.351  C45 1.066
52 H 0.956 -6.167 -2.110  C45 1.104
53 H -0.811 -6.079 -2.303  C45 1.143
54 H 0.979 -4.013 -0.598  O46 0.957
55 C -3.844 2.103 -1.185  C56 1.501, H59 1.084, H60 1.025, H61 1.077
56 C -4.191 0.847 -0.441  C55 1.501, C57 1.572, O58 1.419, H62 1.109
57 C -4.795 -0.215 -1.430  C56 1.572, H63 1.084, H64 1.127, H65 1.126
58 O -3.099 0.309 0.289  C56 1.419, H66 1.004
59 H -4.741 2.604 -1.528  C55 1.084
60 H -3.311 1.810 -2.010  C55 1.025
61 H -3.333 2.779 -0.521  C55 1.077
62 H -4.942 1.188 0.300  C56 1.109
63 H -3.983 -0.438 -2.114  C57 1.084
64 H -5.707 0.205 -1.943  C57 1.127
65 H -5.048 -1.201 -0.950  C57 1.126
66 H -2.561 -0.408 -0.161  O58 1.004
67 C 5.116 -3.439 -0.124  C68 1.492, H71 1.124, H72 1.097, H73 1.094
68 C 3.909 -4.263 0.176  C67 1.492, C69 1.511, O70 1.447, H74 1.128
69 C 3.273 -4.004 1.521  C68 1.511, H75 1.106, H76 1.052, H77 1.127
70 O 2.921 -4.013 -0.851  C68 1.447, H78 0.949
71 H 5.245 -3.266 -1.227  C67 1.124
72 H 6.087 -3.829 0.208  C67 1.097
73 H 4.966 -2.432 0.276  C67 1.094
74 H 4.167 -5.361 0.129  C68 1.128
75 H 2.410 -4.648 1.775  C69 1.106
76 H 3.002 -2.992 1.619  C69 1.052
77 H 3.983 -4.211 2.371  C69 1.127
78 H 3.360 -3.856 -1.678  O70 0.949
79 C -3.970 2.850 -4.738  C80 1.487, H83 1.136, H84 1.059, H85 1.106
80 C -4.831 3.945 -4.217  C79 1.487, C81 1.517, O82 1.488, H86 1.102
81 C -4.305 5.300 -4.653  C80 1.517, H87 1.075, H88 1.055, H89 1.063
82 O -6.240 3.691 -4.621  C80 1.488, H90 0.970
83 H -2.889 3.011 -4.429  C79 1.136
84 H -3.945 2.894 -5.796  C79 1.059
85 H -4.217 1.867 -4.295  C79 1.106
86 H -4.839 3.885 -3.117  C80 1.102
87 H -4.310 5.247 -5.728  C81 1.075
88 H -3.346 5.377 -4.221  C81 1.055
89 H -5.014 6.037 -4.361  C81 1.063
90 H -6.195 3.412 -5.549  O82 0.970

Properties
Structure (SMILES)   CC(C)O.CC(C)O.CC(C)O.CC(C)O.CC(C)O.CC(C)O.CC(C)O.CO
HOMO energy   -9.3 eV
Energy relative to the best compared isomer or geometry (same formula, charge and spin)   155.2 kJ/mol
Charge   0
HOMO-LUMO gap   9.875 eV
Strongest force on any atom   0.063 hartree/bohr

***

Molecular formula: C22H61N11O10
Method: DFT, wB97M-V/def2-TZVPD

Last columns: bonded neighbours and bond lengths (Å).
Atoms and positions in Å:
1 C 14.768 24.062 7.692  O2 1.415, H10 1.090, H11 1.090, H12 1.090
2 O 15.131 23.174 8.732  C1 1.415, C3 1.431
3 C 14.452 23.476 9.955  O2 1.431, C4 1.576, H13 1.090, H14 1.090
4 C 12.890 23.272 9.932  C3 1.576, N5 1.489, H15 1.090, H16 1.090
5 N 12.344 21.977 9.439  C4 1.489, C6 1.464, H17 1.010
6 C 12.557 20.900 10.407  N5 1.464, C7 1.545, H18 1.090, H19 1.090
7 C 11.443 20.834 11.476  C6 1.545, O8 1.374, H20 1.090, H21 1.090
8 O 11.614 21.840 12.396  C7 1.374, C9 1.414
9 C 10.547 21.970 13.314  O8 1.414, H22 1.090, H23 1.090, H24 1.090
10 H 15.225 23.776 6.745  C1 1.090
11 H 15.126 25.062 7.941  C1 1.090
12 H 13.694 24.179 7.554  C1 1.090
13 H 14.634 24.500 10.279  C3 1.090
14 H 14.897 22.827 10.709  C3 1.090
15 H 12.523 23.955 9.166  C4 1.090
16 H 12.523 23.675 10.876  C4 1.090
17 H 12.778 21.828 8.539  N5 1.010
18 H 13.536 20.855 10.885  C6 1.090
19 H 12.485 20.031 9.753  C6 1.090
20 H 11.369 19.839 11.915  C7 1.090
21 H 10.477 21.055 11.022  C7 1.090
22 H 10.665 22.876 13.906  C9 1.090
23 H 10.637 21.146 14.022  C9 1.090
24 H 9.600 22.117 12.795  C9 1.090
25 C 6.431 18.145 7.268  O26 1.433, H34 1.090, H35 1.090, H36 1.090
26 O 6.498 19.498 6.800  C25 1.433, C27 1.419
27 C 6.110 20.320 7.889  O26 1.419, C28 1.496, H37 1.090, H38 1.090
28 C 5.938 21.688 7.311  C27 1.496, N29 1.475, H39 1.090, H40 1.090
29 N 7.162 22.337 6.802  C28 1.475, C30 1.463, H41 1.010
30 C 7.004 23.713 6.334  N29 1.463, C31 1.497, H42 1.090, H43 1.090
31 C 8.276 24.482 6.150  C30 1.497, O32 1.391, H44 1.090, H45 1.090
32 O 8.147 25.696 5.484  C31 1.391, C33 1.460
33 C 7.590 26.781 6.287  O32 1.460, H46 1.090, H47 1.090, H48 1.090
34 H 6.597 17.502 6.404  C25 1.090
35 H 5.432 17.913 7.637  C25 1.090
36 H 7.154 18.000 8.071  C25 1.090
37 H 6.652 20.363 8.833  C27 1.090
38 H 5.083 20.018 8.095  C27 1.090
39 H 5.474 22.227 8.137  C28 1.090
40 H 5.075 21.565 6.657  C28 1.090
41 H 7.407 21.812 5.974  N29 1.010
42 H 6.501 24.292 7.108  C30 1.090
43 H 6.531 23.726 5.352  C30 1.090
44 H 8.872 23.918 5.433  C31 1.090
45 H 8.967 24.452 6.993  C31 1.090
46 H 7.776 27.736 5.796  C33 1.090
47 H 8.139 26.792 7.229  C33 1.090
48 H 6.548 26.757 6.604  C33 1.090
49 C 10.088 18.892 8.028  O50 1.426, H58 1.090, H59 1.090, H60 1.090
50 O 9.967 17.556 8.509  C49 1.426, C51 1.408
51 C 9.818 16.587 7.498  O50 1.408, C52 1.525, H61 1.090, H62 1.090
52 C 10.533 15.325 7.968  C51 1.525, N53 1.453, H63 1.090, H64 1.090
53 N 9.682 14.184 7.676  C52 1.453, C54 1.425, H65 1.010
54 C 10.500 13.018 7.638  N53 1.425, C55 1.501, H66 1.090, H67 1.090
55 C 9.688 11.756 7.594  C54 1.501, O56 1.431, H68 1.090, H69 1.090
56 O 8.978 11.617 8.828  C55 1.431, C57 1.419
57 C 8.143 10.469 8.808  O56 1.419, H70 1.090, H71 1.090, H72 1.090
58 H 9.177 19.141 7.484  C49 1.090
59 H 10.942 19.043 7.368  C49 1.090
60 H 10.090 19.690 8.772  C49 1.090
61 H 10.091 16.931 6.501  C51 1.090
62 H 8.730 16.524 7.510  C51 1.090
63 H 10.774 15.409 9.028  C52 1.090
64 H 11.438 15.281 7.362  C52 1.090
65 H 9.202 14.219 6.788  N53 1.010
66 H 11.010 12.972 8.600  C54 1.090
67 H 11.215 13.069 6.817  C54 1.090
68 H 10.283 10.866 7.390  C55 1.090
69 H 9.039 11.882 6.727  C55 1.090
70 H 8.600 9.480 8.763  C57 1.090
71 H 7.559 10.425 7.888  C57 1.090
72 H 7.451 10.446 9.650  C57 1.090
73 C 6.434 22.781 13.122  O74 1.223, N75 1.298, N76 1.330
74 O 5.788 22.201 13.983  C73 1.223
75 N 6.727 24.045 13.091  C73 1.298, H77 1.010, H78 1.010
76 N 6.802 22.203 11.982  C73 1.330, H79 1.010, H80 1.010
77 H 6.477 24.667 13.846  N75 1.010
78 H 7.247 24.360 12.284  N75 1.010
79 H 6.322 21.319 11.892  N76 1.010
80 H 6.937 22.803 11.181  N76 1.010
81 C 6.385 27.352 10.187  O82 1.211, N83 1.261, N84 1.326
82 O 5.860 28.441 10.119  C81 1.211
83 N 5.945 26.379 9.516  C81 1.261, H85 1.010, H86 1.010
84 N 7.402 27.000 10.961  C81 1.326, H87 1.010, H88 1.010
85 H 6.329 25.475 9.749  N83 1.010
86 H 5.307 26.577 8.759  N83 1.010
87 H 7.581 26.007 10.930  N84 1.010
88 H 7.985 27.617 11.509  N84 1.010
89 C 9.893 26.169 14.140  O90 1.245, N91 1.332, N92 1.280
90 O 9.590 25.771 12.999  C89 1.245
91 N 9.900 25.292 15.143  C89 1.332, H93 1.010, H94 1.010
92 N 10.209 27.383 14.393  C89 1.280, H95 1.010, H96 1.010
93 H 9.714 24.304 15.049  N91 1.010
94 H 10.194 25.608 16.056  N91 1.010
95 H 10.510 27.712 15.300  N92 1.010
96 H 10.208 28.099 13.681  N92 1.010
97 C 8.867 23.745 10.038  O98 1.203, N99 1.314, N100 1.279
98 O 7.759 24.177 10.222  C97 1.203
99 N 9.849 24.023 10.867  C97 1.314, H101 1.010, H102 1.010
100 N 9.156 22.927 9.099  C97 1.279, H103 1.010, H104 1.010
101 H 10.618 23.376 10.959  N99 1.010
102 H 9.692 24.720 11.581  N99 1.010
103 H 8.385 22.703 8.487  N100 1.010
104 H 10.088 22.539 9.059  N100 1.010

Properties
Structure (SMILES)   COCCNCCOC.COCCNCCOC.COCCNCCOC.NC(N)=O.NC(N)=O.NC(N)=O.NC(N)=O
HOMO energy   -8.9 eV
Energy relative to the best compared isomer or geometry (same formula, charge and spin)   330.3 kJ/mol
Charge   0
HOMO-LUMO gap   9.076 eV
Strongest force on any atom   0.127 hartree/bohr

***

Look up the energy relative to the best compared isomer or geometry (same formula, charge and spin) of the first one. 155.2 kJ/mol

***

Number 1 is which compound? C22H60O8

***

HOMO-LUMO gap of number 1 (C22H60O8)? 9.875 eV